C38H82ClN3O10P3S | ωB97M-V/def2-TZVPD

Summary:
total charge	+1
LUMO energy	-4.12	eV
frontier orbital gap	0.2737	hartree
energy	-116900.7574	eV
multiplicity	1
HOMO	-11.572	eV

```
138
Properties=species:S:1:pos:R:3:forces:R:3
C 3.132095 -4.302167 2.866544 0.025 -0.419 -0.131
C 3.870477 -3.362176 1.910989 -0.229 0.354 0.511
C 3.207757 -1.988592 1.717601 0.425 -0.222 -0.541
C 4.268313 -0.935203 1.325137 -1.145 0.010 0.503
C 3.622723 0.275270 0.617911 1.093 0.188 0.066
C 3.975528 0.374270 -0.890203 -0.635 0.369 0.649
C 2.776097 0.850437 -1.728881 0.453 0.358 -0.608
C 2.690893 0.270123 -3.157033 -0.575 -0.061 0.790
C 2.766915 -1.269414 -3.231284 0.037 0.250 -0.748
C 1.395341 -1.928939 -3.451188 0.721 -0.110 0.367
C 0.594664 -2.034480 -2.116751 0.254 0.852 -1.048
C -0.573649 -1.019719 -2.087521 0.002 -0.557 -0.575
C -1.856921 -1.495581 -1.382199 0.239 0.006 0.182
C -1.921191 -1.293271 0.145816 0.651 -0.099 0.138
C -0.589632 -1.567549 0.896776 -0.851 -0.183 -0.090
C -0.364586 -3.031608 1.282071 1.094 -0.247 1.626
O -0.002880 -3.307827 2.405181 -0.862 0.296 -1.592
Cl -0.593390 -4.361987 0.129094 0.099 0.484 0.202
N -2.894304 -2.335650 0.677006 0.788 -0.150 0.571
C -3.450116 -1.837090 1.832259 -1.114 -0.066 -0.263
N -3.031992 -2.143077 3.016637 -0.359 0.307 -0.218
P -3.737922 -1.384969 4.472605 0.885 0.175 1.926
S -3.247465 -2.339762 6.059026 -0.196 -0.189 -0.414
N -4.480084 -0.890217 1.723431 0.494 -0.204 -0.622
C -5.784214 -1.545173 1.431210 -0.761 0.559 -0.154
O -6.722642 -1.249707 2.420099 0.425 -0.617 0.206
C -7.443780 -2.393307 2.893890 -0.246 -0.553 0.590
C -6.604030 -3.432903 3.641032 0.120 0.250 -0.275
C -4.020353 -0.018627 0.590895 0.195 0.102 -0.177
C -2.482230 0.110472 0.581108 -0.509 0.009 -1.346
C -2.067965 1.274419 -0.353084 -0.005 0.205 1.946
C -2.492641 2.616942 0.316311 0.387 0.247 -1.331
C -3.740656 3.278926 -0.313988 -0.206 -0.011 1.218
C -3.587273 4.778566 -0.560702 -0.429 -0.101 -0.458
H 2.379127 -4.914779 2.365101 -0.055 0.146 -0.010
H 2.633603 -3.771085 3.680362 0.058 0.112 -0.092
H 3.832451 -4.999607 3.330952 -0.025 -0.011 -0.057
H 4.863912 -3.180593 2.333775 0.010 0.007 -0.099
H 4.021610 -3.810165 0.926220 0.069 -0.132 0.094
H 2.670624 -1.687519 2.622699 0.093 0.074 -0.003
H 2.459499 -2.024619 0.912115 -0.002 -0.176 0.053
H 4.723786 -0.619732 2.266443 0.299 -0.003 -0.174
H 5.031629 -1.414603 0.709959 0.030 0.152 -0.045
H 2.541745 0.293798 0.789038 0.009 -0.154 -0.089
H 4.014061 1.177908 1.097212 -0.237 0.058 0.001
H 4.407335 -0.568800 -1.224284 -0.191 -0.005 -0.134
H 4.755071 1.133489 -0.974435 0.162 -0.229 -0.187
H 1.819288 0.723106 -1.208127 0.142 -0.320 0.098
H 2.886739 1.934333 -1.841873 -0.235 -0.007 0.072
H 1.703346 0.552330 -3.543625 0.147 0.139 -0.143
H 3.412995 0.780938 -3.794634 0.188 -0.288 0.024
H 3.210150 -1.729195 -2.345198 0.078 0.188 0.012
H 3.438947 -1.520352 -4.056703 -0.121 -0.158 -0.001
H 0.850277 -1.370185 -4.216219 -0.082 -0.111 0.018
H 1.600261 -2.924774 -3.851466 -0.279 -0.036 0.038
H 1.310780 -1.735844 -1.346882 -0.120 -0.595 0.295
H 0.283850 -3.069656 -2.019721 -0.179 0.113 0.372
H -0.174785 -0.074043 -1.721058 -0.295 0.064 0.069
H -0.844507 -0.842837 -3.139159 -0.103 0.079 0.332
H -1.948131 -2.566970 -1.584442 -0.011 0.031 0.067
H -2.727551 -1.024618 -1.850117 -0.006 0.054 0.142
H -0.687145 -1.065534 1.862099 0.312 -0.130 0.063
H 0.282679 -1.124080 0.418047 0.007 -0.212 -0.172
H -3.591012 -2.568179 -0.022381 -0.131 0.241 0.025
H -2.267109 -2.811751 3.129612 -0.113 -0.121 0.134
H -3.120061 -0.118392 4.475516 -0.285 -0.043 -0.667
H -5.102901 -1.167931 4.259761 0.202 -0.102 -0.596
H -5.659451 -2.621275 1.262194 -0.003 -0.014 0.259
H -6.169534 -1.129392 0.494050 0.264 0.079 -0.025
H -8.003621 -2.886799 2.092974 0.106 0.244 -0.182
H -8.168699 -2.004567 3.607346 -0.082 0.166 -0.217
H -7.205177 -4.326561 3.809301 -0.048 0.086 0.124
H -5.732205 -3.772600 3.071329 -0.013 0.056 0.032
H -6.269967 -3.041944 4.602591 0.009 -0.154 0.029
H -4.301134 -0.491181 -0.359317 -0.086 0.165 -0.014
H -4.523290 0.945109 0.628335 -0.020 -0.056 0.304
H -2.100937 0.398939 1.565564 -0.144 -0.282 0.111
H -0.977440 1.285245 -0.337464 -0.015 -0.142 -0.546
H -2.480136 1.168861 -1.354190 0.203 0.016 -0.079
H -1.657275 3.304226 0.152061 -0.054 0.022 0.115
H -2.567175 2.504438 1.399553 -0.158 -0.024 -0.029
H -4.556192 3.176809 0.414081 -0.140 -0.071 -0.237
H -4.072566 2.742356 -1.205500 0.222 0.120 -0.130
H -3.603490 5.355791 0.363822 0.220 -0.114 0.046
H -4.446624 5.117538 -1.144618 0.092 0.114 0.004
H -2.688823 5.019809 -1.130959 0.026 -0.029 0.076
O 4.739138 3.420567 8.332386 -1.659 -2.657 -0.303
P 4.892511 3.188762 6.872942 3.638 4.966 -1.638
O 6.511222 3.031310 6.658338 -0.912 -0.733 -0.133
C 7.312493 2.307488 7.589667 0.479 -0.097 0.360
C 7.265264 0.808512 7.368958 -0.157 0.009 -0.134
O 4.639932 4.678234 6.261620 -0.578 -0.488 0.005
C 4.110950 5.727624 7.076394 0.106 0.246 0.231
C 5.218409 6.528670 7.732372 0.174 0.123 -0.122
O 4.424022 2.573405 5.445265 -0.695 -0.895 1.648
C 5.096292 1.576872 4.684681 -0.066 -0.765 -0.367
C 4.626920 0.176185 5.037370 -0.209 0.037 -0.019
H 7.032623 2.544136 8.617219 -0.189 0.099 -0.075
H 8.335360 2.660712 7.451026 -0.072 0.101 -0.119
H 6.257797 0.422529 7.540752 0.037 -0.017 0.080
H 7.943777 0.299948 8.054366 -0.016 0.040 0.034
H 7.557103 0.549282 6.350041 0.032 0.015 0.003
H 3.418217 5.329475 7.816104 0.118 -0.115 0.050
H 3.531424 6.376532 6.417247 0.054 -0.112 -0.136
H 5.976671 5.885842 8.178080 -0.160 -0.120 0.106
H 4.813979 7.180330 8.507994 -0.006 0.003 -0.013
H 5.726255 7.150648 6.993257 -0.024 0.011 0.005
H 6.177310 1.675595 4.739795 0.000 0.157 0.386
H 4.832080 1.780505 3.644030 -0.096 0.183 0.089
H 4.610941 0.017587 6.115450 0.158 -0.024 -0.004
H 5.272399 -0.571920 4.575074 0.020 -0.007 0.059
H 3.607807 0.014629 4.679635 0.010 0.008 -0.003
O -3.290642 1.579981 -8.824358 -2.126 -0.231 2.330
P -3.191218 0.126780 -8.531178 4.458 -1.796 -4.189
O -1.633144 -0.070357 -8.040309 -0.972 -0.115 0.560
C -1.002098 0.885665 -7.199074 0.445 0.322 0.110
C -1.362244 0.705707 -5.737318 -0.132 -0.070 0.052
O -3.135697 -0.525228 -10.018283 -0.645 0.033 0.409
C -3.443822 0.254428 -11.178899 0.139 0.244 -0.268
C -2.198799 0.896315 -11.758621 0.204 -0.134 -0.066
O -3.764703 -1.289158 -7.978227 -0.827 1.711 0.755
C -3.300458 -2.015868 -6.848524 -0.214 -0.346 0.692
C -4.037593 -1.628625 -5.576696 -0.191 -0.001 -0.060
H -1.226651 1.905398 -7.515968 -0.171 -0.077 -0.124
H 0.072747 0.745647 -7.327339 -0.045 -0.116 -0.091
H -2.428839 0.881766 -5.578597 0.032 0.076 0.024
H -0.805458 1.409396 -5.115108 0.000 0.033 -0.049
H -1.133388 -0.305187 -5.393541 0.029 -0.017 -0.054
H -4.205210 0.998620 -10.952059 0.089 0.048 0.141
H -3.877770 -0.428657 -11.910308 0.027 -0.137 0.135
H -1.587423 1.367971 -10.989782 -0.179 0.111 0.079
H -2.465212 1.648391 -12.502117 -0.009 -0.016 -0.004
H -1.573444 0.143790 -12.241837 -0.023 0.004 -0.019
H -2.220998 -1.952606 -6.734707 0.030 0.365 -0.161
H -3.516284 -3.062570 -7.070535 -0.064 0.082 -0.189
H -4.084882 -0.545721 -5.457180 0.130 -0.005 0.049
H -3.548785 -2.065406 -4.702720 0.029 0.020 -0.017
H -5.066595 -1.989225 -5.606311 0.014 0.002 -0.017
```
Positions in Å, forces in eV/Å.